Density functional theory data (the ωB97M-V functional and the def2-TZVPD basis) for C34H43Br57FN2O3 as an isolated structure in a non-equilibrium geometry.

Properties
max |F| = 1.68 eV/Å
E_tot = -148474.6612 a.u.
HOMO level = -11.108 eV
frontier orbital gap = 0.2548 Eh
LUMO = -4.174 eV

Structure (ORCA input):
```
! RIJCOSX wB97M-V def2-TZVPD def2/J DEFGRID3
* xyz 1 1
C 0.0343 4.5525 1.0104
O -1.2620 4.4000 0.4424
C -1.5125 3.0562 0.0442
C -1.0501 1.9715 1.0421
C -1.8090 0.6184 0.8619
C -1.6431 -0.2728 2.1165
C -1.7042 -1.8116 1.8243
C -0.3301 -2.5090 2.0789
C 0.5388 -2.6203 0.7799
C 1.2330 -1.2843 0.4279
C 2.1377 -1.3360 -0.8490
C 1.5397 -0.7134 -2.0988
C 2.1278 0.4926 -2.5897
C 1.6152 1.0662 -3.7203
N 0.5896 0.5072 -4.3915
C 0.0092 -0.6057 -3.9669
F -0.9812 -1.0889 -4.6595
C 0.4508 -1.2272 -2.8176
O -0.2169 -2.3654 -2.4144
N -1.4530 -1.8821 -1.7978
O -2.3266 -2.6029 -2.0070
H 0.8072 3.9715 0.4718
H 0.0734 4.2475 2.0746
H 0.3100 5.6163 0.9900
H -2.6074 2.9540 -0.0791
H -1.0700 2.8948 -0.9682
H -1.1965 2.3011 2.0866
H 0.0423 1.8200 0.9276
H -1.3859 0.1080 -0.0265
H -2.8573 0.8519 0.6067
H -0.6846 -0.0591 2.6274
H -2.4431 0.0098 2.8259
H -2.4300 -2.2538 2.5318
H -2.0746 -2.0195 0.8052
H 0.2719 -1.9903 2.8407
H -0.5422 -3.5530 2.3654
H 1.3069 -3.3965 0.9705
H -0.1100 -3.0143 -0.0172
H 1.9173 -1.0815 1.2756
H 0.5456 -0.4251 0.3852
H 2.4841 -2.3587 -1.0755
H 3.0392 -0.7429 -0.6215
H 2.9593 0.9849 -2.0815
H 2.0242 1.9993 -4.1101
H 0.2506 0.9783 -5.2290
C -1.7454 -4.1091 5.6549
Br 0.1207 -3.8851 5.2092
Br -2.5674 -2.4354 6.1499
Br -2.7139 -4.9934 4.2401
H -1.7918 -4.7560 6.5246
C -5.3211 -1.6330 -5.7160
Br -3.9841 -2.3988 -4.5537
Br -5.1372 0.2864 -5.8478
Br -5.3280 -2.4710 -7.4491
H -6.2852 -1.8284 -5.2633
C 6.0993 0.3592 -2.1176
Br 5.2695 0.9029 -0.4594
Br 5.4704 -1.3702 -2.6985
Br 5.8795 1.6971 -3.4900
H 7.1625 0.2651 -1.9280
C -0.5003 -7.6737 8.5455
Br 1.3621 -7.4437 8.1039
Br -1.3297 -6.0017 9.0427
Br -1.4685 -8.5592 7.1304
H -0.5443 -8.3183 9.4141
C 9.8131 3.1098 -5.2502
Br 8.9281 2.0567 -6.6052
Br 9.7595 2.2423 -3.5270
Br 11.6114 3.5693 -5.7669
H 9.2608 4.0364 -5.1571
C 3.4319 -1.6668 5.7539
Br 4.7266 -2.4875 6.9209
Br 3.6707 0.2449 5.6370
Br 3.4123 -2.5023 4.0115
H 2.4557 -1.8331 6.1933
C -8.8005 0.8959 -7.5618
Br -9.7200 1.4253 -5.9515
Br -9.3028 -0.8834 -8.1197
Br -9.0353 2.1797 -8.9787
H -7.7435 0.8677 -7.3289
C 2.5327 4.3572 6.6723
Br 1.2513 3.1677 5.8579
Br 4.3487 3.8669 6.2340
Br 2.1598 6.2030 6.2501
H 2.4272 4.2533 7.7446
C -0.7435 7.6632 -1.7066
Br -0.9680 8.1081 -3.5707
Br 1.0628 7.1016 -1.3196
Br -1.3034 9.1006 -0.5531
H -1.3883 6.8178 -1.4995
C -4.9786 -9.7301 5.7748
Br -3.5306 -9.4261 4.5341
Br -6.4139 -8.4677 5.5204
Br -5.6026 -11.5521 5.7128
H -4.5836 -9.5638 6.7688
C 4.1915 9.3326 7.5947
Br 5.9778 9.5233 6.8920
Br 4.1984 8.5998 9.3783
Br 3.2048 10.9874 7.5042
H 3.6771 8.6204 6.9628
C 9.8039 3.8603 0.5167
Br 8.4428 2.7534 -0.2849
Br 11.5832 3.3006 0.0270
Br 9.4889 5.7168 0.1251
H 9.7187 3.7387 1.5891
C 11.3118 0.6419 -9.6543
Br 11.9694 -0.1644 -8.0311
Br 12.6252 1.8029 -10.4577
Br 10.6671 -0.6824 -10.9005
H 10.4660 1.2602 -9.3810
C 5.3433 5.2395 2.3631
Br 7.0302 4.7781 3.1762
Br 4.1803 3.7021 2.2064
Br 4.4804 6.6965 3.2761
H 5.5585 5.5775 1.3574
C -9.4903 -2.6186 -11.5137
Br -8.2251 -1.5776 -12.5313
Br -11.2043 -2.7180 -12.3900
Br -8.7992 -4.3706 -11.0913
H -9.6406 -2.1032 -10.5750
C -7.4333 -10.9686 9.5008
Br -7.2800 -12.8851 9.6442
Br -5.7067 -10.1269 9.2802
Br -8.6705 -10.4541 8.1141
H -7.8379 -10.6107 10.4385
C -12.4128 -10.3937 5.5433
Br -13.2451 -11.4748 4.1809
Br -12.5144 -11.2255 7.2800
Br -10.5965 -9.9330 5.0772
H -12.9707 -9.4682 5.6004
C 11.8488 7.8380 -2.5243
Br 10.4403 8.8398 -1.6599
Br 13.5338 8.0405 -1.6114
Br 11.3760 5.9804 -2.7420
H 11.9710 8.2541 -3.5156
C -12.3199 4.7970 -8.9928
Br -11.2949 4.7687 -10.6297
Br -12.7337 3.0187 -8.3698
Br -11.4544 5.8507 -7.6281
H -13.2619 5.2795 -9.2181
*
```